[1]
{
  "formula": "C5H14N2",
  "method": "wB97M-V/def2-TZVPD",
  "gap_ev": [2.6, 9.2],
  "multiplicity": 2,
  "lumo_energy_ev": [4.03, 3.94],
  "e_tot_ev": -8389.7568,
  "relative_energy_kj_mol": 118.5,
  "s_squared": 0.75,
  "homo_ha": [0.0508, -0.1942],
  "charge": -1,
  "elements": ["C", "N", "C", "C", "C", "N", "C", "H", "H", "H", "H", "H", "H", "H", "H", "H", "H", "H", "H", "H", "H"],
  "xyz": [[1.0604, -0.1859, -2.1865], [0.3925, -0.4111, -0.9079], [1.5974, 1.3265, 0.4582], [0.2480, 0.8170, -0.0735], [-0.7639, 0.4747, 1.0830], [-1.8837, -0.2673, 0.5413], [-1.9833, -1.6226, 1.1990], [1.3806, -1.1702, -2.5299], [1.9598, 0.4443, -2.2430], [0.3067, 0.2776, -2.8299], [0.9347, -1.0264, -0.3103], [1.3593, 2.3409, 0.8066], [2.0512, 0.5945, 1.1258], [2.3187, 1.5159, -0.3437], [-0.2109, 1.6034, -0.6853], [-0.1139, -0.0880, 1.7620], [-0.9864, 1.4592, 1.5024], [-1.6483, -0.4501, -0.4240], [-1.2686, -2.2363, 0.6637], [-1.7194, -1.4859, 2.2429], [-3.0311, -1.9101, 1.1492]]
}


[2]
{
  "formula": "C18H14ClF3O",
  "method": "wB97M-V/def2-TZVPD",
  "gap_ev": 3.9,
  "lumo_energy_ev": -2.49,
  "e_tot_ev": -41613.5839,
  "relative_energy_kj_mol": 167.6,
  "homo_ha": -0.2360,
  "charge": 0,
  "elements": ["Cl", "C", "C", "C", "C", "C", "C", "C", "C", "C", "C", "C", "H", "H", "H", "H", "H", "H", "H", "H", "H", "H", "F", "C", "F", "F", "C", "C", "O", "C", "C", "C", "C", "H", "H", "H", "H"],
  "xyz": [[4.0549, 0.1262, 2.7739], [2.3632, 0.1457, 2.5321], [1.6789, 1.3697, 2.5027], [0.2908, 1.3770, 2.4187], [-0.4456, 0.1636, 2.3315], [-1.8751, 0.1619, 2.2897], [-2.7123, -1.0754, 2.3607], [-4.1927, -0.5552, 2.4955], [-4.0412, 0.9359, 2.4232], [-2.7059, 1.3034, 2.3592], [0.2859, -1.0509, 2.2964], [1.6682, -1.0650, 2.4005], [2.2334, 2.3000, 2.5730], [-0.2395, 2.3280, 2.4456], [-2.5884, -1.6642, 1.4436], [-2.4530, -1.7139, 3.2164], [-4.8397, -0.9802, 1.7169], [-4.5661, -0.9046, 3.4713], [-4.8934, 1.6099, 2.4274], [-2.3160, 2.3198, 2.3672], [-0.2565, -1.9870, 2.1915], [2.2102, -2.0052, 2.3996], [-1.3680, -2.9134, -3.8918], [-1.4852, -2.4245, -2.6157], [-2.8179, -2.4122, -2.3269], [-0.8954, -3.3424, -1.7896], [-0.8570, -1.0743, -2.4765], [-1.0159, -0.3655, -1.1917], [-1.5562, -0.8833, -0.1943], [-0.4313, 0.9566, -1.1641], [0.3264, 1.4411, -2.2053], [0.5043, 0.6956, -3.3765], [-0.0793, -0.5673, -3.4895], [-0.5892, 1.5320, -0.2531], [0.7797, 2.4270, -2.1171], [1.0874, 1.0809, -4.2088], [0.0780, -1.1616, -4.3865]]
}


[3]
{
  "formula": "C6H11NO",
  "method": "wB97M-V/def2-TZVPD",
  "gap_ev": [7.8, 7.8],
  "lumo_energy_ev": [0.86, 0.86],
  "e_tot_ev": -9931.7774,
  "relative_energy_kj_mol": 644.2,
  "homo_ha": [-0.2539, -0.2539],
  "charge": 0,
  "elements": ["C", "C", "C", "N", "C", "C", "C", "O", "H", "H", "H", "H", "H", "H", "H", "H", "H", "H", "H"],
  "xyz": [[2.3682, 0.2248, 0.7221], [-0.0682, -2.0387, -0.6311], [-0.8412, 1.9230, 0.1824], [1.6128, 0.1352, -0.5104], [-0.2070, -0.5872, -0.4889], [-0.6635, 0.5046, -0.0913], [-2.5830, -0.4038, -0.0755], [-3.4415, 0.3374, 0.3047], [1.6559, 1.0142, -1.0245], [-2.8348, -1.4686, -0.3372], [1.9809, 0.9559, 1.4514], [2.3744, -0.7527, 1.2162], [3.4189, 0.4972, 0.5405], [0.5615, -2.2604, -1.4944], [-1.0369, -2.5195, -0.7903], [0.4227, -2.4608, 0.2474], [-0.3983, 2.1866, 1.1461], [-1.9082, 2.1634, 0.2354], [-0.4128, 2.5494, -0.6026]]
}


[4]
{
  "formula": "H5N3S",
  "method": "wB97M-V/def2-TZVPD",
  "gap_ev": [9.3, 7.4],
  "lumo_energy_ev": [0.02, -0.19],
  "e_tot_ev": -15383.2981,
  "relative_energy_kj_mol": 176.7,
  "homo_ha": [-0.3422, -0.2793],
  "charge": 0,
  "elements": ["N", "N", "N", "S", "H", "H", "H", "H", "H"],
  "xyz": [[1.1653, -1.0379, -0.9608], [-1.5487, 0.9538, -0.3319], [0.6303, -0.5604, 1.3931], [0.9124, 0.1888, -0.0674], [1.5289, -0.8086, -1.8742], [-1.4395, 1.9072, 0.0108], [-1.5986, 1.0137, -1.3455], [-0.1050, -0.1066, 1.9140], [0.4548, -1.5501, 1.2619]]
}


[5]
{
  "formula": "C6H6N",
  "method": "wB97M-V/def2-TZVPD",
  "gap_ev": [8.0, 2.7],
  "lumo_energy_ev": [-4.82, -7.78],
  "e_tot_ev": -7793.3482,
  "relative_energy_kj_mol": 617.0,
  "homo_ha": [-0.4727, -0.3850],
  "charge": 1,
  "elements": ["C", "C", "C", "C", "C", "C", "N", "H", "H", "H", "H", "H", "H"],
  "xyz": [[-2.1777, 2.0299, -0.0900], [-2.4100, 0.8381, 0.0660], [-2.8720, -0.4035, -0.0288], [-3.2197, -1.6326, 0.0836], [3.9743, -0.0601, -0.5002], [1.9152, 0.0909, 0.7245], [3.0398, 0.0111, 0.3431], [-1.6220, 2.8899, -0.3228], [-2.7426, -2.4615, -0.4431], [-4.0583, -1.8459, 0.7319], [3.9023, 0.3338, -1.4443], [5.0429, -0.5019, -0.3290], [1.2277, 0.7117, 1.2090]]
}


[6]
{
  "formula": "C7H9O2Si",
  "method": "wB97M-V/def2-TZVPD",
  "gap_ev": [7.1, 7.1],
  "lumo_energy_ev": [3.43, 3.43],
  "e_tot_ev": -19375.7794,
  "smiles": "CC1=C(C)[C@H](C(=O)[O-])C=[SiH]1",
  "homo_ha": [-0.1331, -0.1332],
  "charge": -1,
  "elements": ["C", "C", "C", "C", "C", "C", "O", "O", "C", "Si", "H", "H", "H", "H", "H", "H", "H", "H", "H"],
  "xyz": [[-0.0116, 1.4391, 1.8856], [0.2550, 0.1770, 1.0735], [0.3357, 0.1956, -0.2517], [0.5455, 1.5215, -0.8638], [0.2130, -1.0328, -1.0506], [-1.2944, -0.9930, -1.9319], [-1.0549, -1.2203, -3.1181], [-2.3360, -0.8225, -1.2840], [0.2712, -2.2536, -0.0960], [0.0514, -1.7331, 1.6166], [-0.5877, 1.3383, 2.8054], [-0.4136, 2.1956, 1.1826], [1.0447, 1.7806, 2.1194], [0.1204, 2.3912, -0.3567], [0.3786, 1.7064, -1.9454], [1.5831, 1.8288, -0.5814], [1.0353, -1.1086, -1.7736], [0.1257, -3.2442, -0.3833], [-0.2615, -2.1658, 2.9533]]
}


[7]
{
  "formula": "C32H57As2Cl3CoN3O9Si",
  "method": "wB97M-V/def2-TZVPD",
  "gap_ev": [6.2, 5.5],
  "multiplicity": 5,
  "lumo_energy_ev": [-6.15, -6.39],
  "e_tot_ev": -261738.7340,
  "relative_energy_kj_mol": 85.7,
  "s_squared": 6.04,
  "homo_ha": [-0.4553, -0.4362],
  "charge": 2,
  "elements": ["Co", "C", "C", "N", "C", "C", "C", "C", "N", "H", "H", "H", "H", "H", "H", "H", "H", "H", "H", "H", "H", "H", "H", "Cl", "C", "Cl", "Cl", "C", "N", "C", "Si", "C", "C", "C", "C", "C", "C", "C", "C", "H", "H", "H", "H", "H", "H", "H", "H", "H", "H", "H", "H", "H", "H", "H", "H", "H", "H", "H", "H", "H", "C", "O", "C", "O", "C", "C", "As", "C", "C", "C", "As", "C", "C", "O", "O", "C", "C", "O", "O", "C", "C", "O", "O", "C", "H", "H", "H", "H", "H", "H", "H", "H", "H", "H", "H", "H", "H", "H", "H", "H", "H", "H", "C", "O", "H", "H", "H", "H"],
  "xyz": [[-0.1323, -0.0998, -0.0483], [2.5651, 1.6215, 5.3822], [1.6472, 0.4372, 5.1208], [0.6758, 0.6628, 4.0451], [-0.6699, 1.0820, 4.4294], [-0.8272, 2.5836, 4.6229], [1.0134, 0.5670, 2.7461], [2.3386, -0.0566, 2.4020], [0.2761, 0.9812, 1.7547], [3.2926, 1.3655, 6.1513], [2.0082, 2.4900, 5.7275], [3.1168, 1.9081, 4.4873], [1.0679, 0.2104, 6.0158], [2.2269, -0.4595, 4.9026], [-0.9180, 0.5536, 5.3507], [-1.3685, 0.7116, 3.6737], [-0.2264, 2.9425, 5.4563], [-1.8662, 2.8338, 4.8322], [-0.5177, 3.1298, 3.7307], [2.4923, -1.0051, 2.9115], [3.1642, 0.6009, 2.6751], [2.3773, -0.2273, 1.3276], [-0.5744, 1.4270, 2.0853], [4.0877, 0.3321, -3.6075], [3.8874, 0.0219, -1.8803], [4.9629, 1.0528, -0.9223], [4.0963, -1.6843, -1.4781], [2.5071, 0.3611, -1.5178], [1.4320, 0.5463, -1.1497], [1.6265, 3.8187, 0.4599], [0.4823, 4.0263, -0.9580], [1.2266, 4.0653, -2.6585], [0.5673, 3.0602, -3.6149], [2.7380, 3.8038, -2.5898], [0.9834, 5.5092, -3.1661], [-1.2705, 4.5211, -0.5949], [-1.7720, 3.7917, 0.6617], [-1.1418, 6.0358, -0.2857], [-2.2535, 4.2964, -1.7487], [2.2442, 4.7202, 0.5371], [2.3037, 2.9833, 0.2739], [1.1102, 3.6530, 1.4010], [0.7317, 2.0277, -3.3016], [1.0196, 3.1838, -4.6009], [-0.5041, 3.2225, -3.7226], [2.9677, 2.7938, -2.2441], [3.2577, 4.5079, -1.9394], [3.1629, 3.9134, -3.5889], [-0.0723, 5.7379, -3.2969], [1.4636, 5.6069, -4.1417], [1.4257, 6.2695, -2.5183], [-1.1745, 4.0266, 1.5418], [-1.7823, 2.7123, 0.5227], [-2.7935, 4.1186, 0.8667], [-0.4669, 6.2421, 0.5473], [-2.1294, 6.4015, 0.0039], [-0.8204, 6.6191, -1.1480], [-2.3412, 3.2427, -2.0030], [-1.9832, 4.8517, -2.6449], [-3.2377, 4.6521, -1.4373], [1.9061, -3.6913, 1.8927], [2.6741, -3.9903, 0.7258], [2.0539, -4.4816, -0.3585], [2.6870, -4.8970, -1.2882], [0.5685, -4.2319, -0.4832], [-0.3767, -5.1149, -0.1640], [-2.3412, -4.9378, -0.3794], [-2.4160, -5.2387, -2.3121], [-2.1254, -2.9850, -0.3540], [-1.4923, -2.3736, -1.4793], [0.4115, -2.4768, -1.3501], [0.9778, -2.9438, -3.1624], [-2.2081, -1.9119, -2.6466], [-3.3531, -2.1881, -2.9124], [-1.4427, -1.0849, -3.4262], [-2.0299, -0.7561, -4.7049], [-2.0290, -2.3346, 0.9395], [-1.4657, -1.2496, 1.1279], [-2.5683, -3.0291, 1.9272], [-2.4982, -2.4507, 3.2396], [0.0897, -6.4250, 0.3916], [1.1616, -6.5856, 0.9190], [-0.8247, -7.3675, 0.2050], [-0.4610, -8.6907, 0.6573], [2.6345, -3.4498, 2.6635], [1.3303, -4.5616, 2.2006], [1.2506, -2.8299, 1.7217], [-2.6728, -6.2867, -2.4561], [-1.4665, -5.0288, -2.7999], [-3.2057, -4.6158, -2.7284], [0.1644, -3.4419, -3.6844], [1.8296, -3.6165, -3.0689], [1.2618, -2.0333, -3.6869], [-1.3506, -0.0422, -5.1609], [-3.0209, -0.3277, -4.5692], [-2.1049, -1.6550, -5.3133], [-2.9277, -3.1945, 3.9017], [-3.0805, -1.5308, 3.2671], [-1.4610, -2.2448, 3.5021], [-1.3068, -9.3202, 0.4030], [-0.2906, -8.6759, 1.7314], [0.4409, -9.0171, 0.1439], [-3.0839, 0.7036, -0.9447], [-1.6941, 0.8420, -1.2815], [-3.3740, -0.3450, -0.8816], [-3.7072, 1.2100, -1.6828], [-3.2272, 1.1671, 0.0270], [-1.5389, 0.4258, -2.1456]]
}


[8]
{
  "formula": "C5H9NO",
  "method": "wB97M-V/def2-TZVPD",
  "gap_ev": 10.6,
  "lumo_energy_ev": 1.06,
  "e_tot_ev": -8866.0833,
  "relative_energy_kj_mol": 301.9,
  "smiles": "C[C@H]1CC/C1=N\\O",
  "homo_ha": -0.3489,
  "charge": 0,
  "elements": ["C", "C", "C", "C", "C", "N", "O", "H", "H", "H", "H", "H", "H", "H", "H", "H"],
  "xyz": [[-1.3124, -1.2145, 0.0893], [-0.6022, -0.2134, -0.8259], [-0.8004, 1.2806, -0.4323], [0.5804, 1.2834, 0.2774], [0.8100, -0.0905, -0.2978], [1.6498, -1.0106, -0.0842], [2.6520, -0.5370, 0.7759], [-2.3906, -1.0444, 0.1453], [-0.8984, -1.1299, 1.1004], [-1.1172, -2.2387, -0.2421], [-0.7498, -0.4478, -1.8848], [-0.8238, 1.9479, -1.2985], [-1.6706, 1.4896, 0.1973], [0.5397, 1.2461, 1.3721], [1.2930, 2.0563, -0.0194], [2.9116, -1.3439, 1.2345]]
}